Entry 1:
DFT (wB97M-V/def2-TZVPD) results for a 2-piece molecular cluster, CH4FN overall at a distorted geometry.

```
7
Properties=species:S:1:pos:R:3
C 0.183 -0.756 -1.050
N -0.591 1.321 1.208
F -0.300 0.398 2.191
H -0.457 0.121 -1.276
H 1.221 -0.974 -0.985
H -0.451 -1.649 -1.164
H 0.395 1.538 1.076
```

Calculated values
Kohn-Sham gap (spin up / spin down) in eV: 8.452 / 10.967
M in u: 49.0
Energy in eV: -5303.4485
LUMO energy (spin up / spin down) in eV: -0.6 / 0.0
ΔE to the lowest compared entry with this formula, charge and spin in kJ/mol: 546.43
Total charge: 0

Charges per atom according to natural (NBO) partitioning, unit e: number 1, C, carries -0.521; number 2, N, carries -0.031; number 3, F, carries -0.250; number 4, H, carries 0.189; number 5, H, carries 0.180; number 6, H, carries 0.159; number 7, H, carries 0.274



Entry 2:
DFT (wB97M-V/def2-TZVPD) results for C9H19NORb as an isolated structure at a distorted geometry.

```
31
Properties=species:S:1:pos:R:3
Rb -2.771 -1.724 1.899
C -0.119 1.953 -1.218
C -0.933 0.796 -0.587
C -0.923 -0.442 -1.595
C 0.489 -1.165 -1.647
C 0.910 -1.576 -0.278
C 0.902 -0.519 0.864
N -0.454 0.326 0.769
O -0.814 1.124 1.845
C 0.966 -1.410 2.113
C 2.131 0.406 0.874
C -2.351 1.171 -0.451
H -0.665 2.618 -1.887
H 0.485 1.719 -2.095
H 0.304 2.680 -0.525
H -1.542 -1.309 -1.362
H -1.231 -0.117 -2.588
H 1.173 -0.476 -2.142
H 0.330 -2.098 -2.188
H 1.951 -1.850 -0.452
H 0.543 -2.553 0.034
H 0.805 -0.869 3.045
H 0.130 -2.100 2.225
H 1.864 -2.019 2.222
H 1.882 1.256 0.238
H 2.382 0.682 1.898
H 3.042 -0.008 0.441
H -2.507 1.844 0.393
H -2.792 0.210 -0.187
H -2.914 1.560 -1.298
H -0.272 1.889 1.638
```

Calculated values
Kohn-Sham gap in eV: 8.336
M in u: 242.7
Energy in eV: -13826.1842
LUMO energy in eV: -3.6
ΔE to the lowest compared entry with this formula, charge and spin in kJ/mol: 194.16
Total charge: +1

Charges per atom according to natural (NBO) partitioning, unit e: number 1, Rb, carries 0.990; number 2, C, carries -0.696; number 3, C, carries 0.098; number 4, C, carries -0.390; number 5, C, carries -0.399; number 6, C, carries -0.432; number 7, C, carries 0.139; number 8, N, carries -0.246; number 9, O, carries -0.563; number 10, C, carries -0.618; number 11, C, carries -0.658; number 12, C, carries -0.600; number 13, H, carries 0.240; number 14, H, carries 0.240; number 15, H, carries 0.220; number 16, H, carries 0.183; number 17, H, carries 0.225; number 18, H, carries 0.212; number 19, H, carries 0.221; number 20, H, carries 0.235; number 21, H, carries 0.205; number 22, H, carries 0.223; number 23, H, carries 0.162; number 24, H, carries 0.245; number 25, H, carries 0.222; number 26, H, carries 0.224; number 27, H, carries 0.233; number 28, H, carries 0.228; number 29, H, carries 0.155; number 30, H, carries 0.241; number 31, H, carries 0.461



Entry 3:
DFT (wB97M-V/def2-TZVPD) results for C37H48CrN4OP2S as an isolated structure at a distorted geometry.

```
94
Properties=species:S:1:pos:R:3
Cr 0.152 -0.375 -0.036
C 0.425 -3.163 2.746
C 0.290 -1.846 3.515
C 1.271 -1.840 4.685
P 0.408 -0.352 2.395
C -0.621 0.959 3.285
C -0.028 2.370 3.185
C -1.009 0.689 4.740
C 2.107 0.277 2.378
C 2.728 0.798 3.513
C 3.953 1.430 3.440
C 4.545 1.588 2.192
C 3.952 1.075 1.056
C 2.738 0.360 1.114
N 2.109 -0.167 -0.008
C 2.833 -0.479 -1.155
C 4.176 -0.896 -1.096
C 4.896 -1.194 -2.233
C 4.306 -1.086 -3.486
C 2.971 -0.747 -3.566
C 2.209 -0.473 -2.426
P 0.390 -0.401 -2.463
C -0.120 -2.034 -3.207
C 0.157 -2.226 -4.696
C -1.605 -2.247 -2.910
C -0.235 0.782 -3.779
C 0.771 1.200 -4.848
C -0.885 2.019 -3.157
H 0.058 -3.981 3.369
H 1.470 -3.370 2.516
H -0.146 -3.150 1.821
H -0.735 -1.792 3.887
H 2.297 -1.789 4.318
H 1.160 -2.774 5.239
H 1.113 -1.023 5.387
H -1.552 0.942 2.705
H 0.684 2.542 3.990
H -0.825 3.111 3.288
H 0.496 2.551 2.250
H -0.137 0.689 5.393
H -1.547 -0.248 4.868
H -1.668 1.492 5.076
H 2.230 0.718 4.472
H 4.428 1.819 4.330
H 5.481 2.126 2.106
H 4.426 1.239 0.098
H 4.643 -1.010 -0.128
H 5.925 -1.517 -2.141
H 4.865 -1.299 -4.387
H 2.508 -0.694 -4.539
H 0.449 -2.779 -2.653
H -0.434 -1.549 -5.315
H -0.125 -3.246 -4.964
H 1.210 -2.106 -4.945
H -2.219 -1.432 -3.306
H -1.765 -2.320 -1.840
H -1.950 -3.175 -3.370
H -1.034 0.210 -4.257
H 1.659 1.655 -4.405
H 0.305 1.941 -5.501
H 1.079 0.364 -5.473
H -0.139 2.660 -2.685
H -1.630 1.736 -2.413
H -1.387 2.605 -3.929
N -3.628 1.357 0.602
C -4.723 0.491 0.402
C -6.002 1.001 0.253
C -7.073 0.138 0.065
C -6.862 -1.229 0.003
C -5.576 -1.740 0.129
C -4.516 -0.879 0.345
S -2.882 -1.525 0.609
N -1.906 -0.191 0.202
C -2.340 1.022 0.322
C -1.337 2.076 0.162
C -1.612 3.438 0.203
C -0.591 4.349 0.022
C 0.685 3.864 -0.232
C 0.883 2.502 -0.263
N -0.087 1.603 -0.042
H -3.850 2.335 0.656
H -6.161 2.074 0.288
H -8.071 0.540 -0.041
H -7.693 -1.905 -0.144
H -5.396 -2.807 0.079
H -2.617 3.798 0.370
H -0.783 5.412 0.070
H 1.513 4.535 -0.409
H 1.862 2.093 -0.469
C 1.368 -3.127 -0.246
O 0.305 -2.227 -0.174
H 1.008 -4.147 -0.077
H 2.144 -2.911 0.499
H 1.864 -3.108 -1.225
```

Calculated values
Kohn-Sham gap (spin up / spin down) in eV: 6.026 / 5.893
Expectation value of S²: 0.765
M in u: 710.8
Energy in eV: -104986.5748
LUMO energy (spin up / spin down) in eV: -3.5 / -3.6
ΔE to the lowest compared entry with this formula, charge and spin in kJ/mol: 22.43
2S+1: 2
Total charge: +1

Charges per atom according to Mulliken partitioning, unit e: number 1, Cr, carries -0.769; number 2, C, carries -1.458; number 3, C, carries 0.790; number 4, C, carries -1.544; number 5, P, carries 2.440; number 6, C, carries 1.099; number 7, C, carries -1.686; number 8, C, carries -1.563; number 9, C, carries -0.231; number 10, C, carries -0.372; number 11, C, carries -1.011; number 12, C, carries -1.026; number 13, C, carries -0.722; number 14, C, carries -0.745; number 15, N, carries 1.692; number 16, C, carries -0.723; number 17, C, carries -0.606; number 18, C, carries -0.968; number 19, C, carries -1.186; number 20, C, carries -0.774; number 21, C, carries 0.368; number 22, P, carries 2.299; number 23, C, carries 0.669; number 24, C, carries -1.592; number 25, C, carries -1.228; number 26, C, carries 0.781; number 27, C, carries -1.630; number 28, C, carries -1.402; number 29, H, carries 0.570; number 30, H, carries 0.328; number 31, H, carries 0.099; number 32, H, carries 0.357; number 33, H, carries 0.309; number 34, H, carries 0.508; number 35, H, carries 0.201; number 36, H, carries -0.271; number 37, H, carries 0.484; number 38, H, carries 0.460; number 39, H, carries 0.247; number 40, H, carries 0.256; number 41, H, carries 0.339; number 42, H, carries 0.454; number 43, H, carries 0.419; number 44, H, carries 0.474; number 45, H, carries 0.424; number 46, H, carries 0.604; number 47, H, carries 0.695; number 48, H, carries 0.425; number 49, H, carries 0.464; number 50, H, carries 0.274; number 51, H, carries 0.259; number 52, H, carries 0.308; number 53, H, carries 0.496; number 54, H, carries 0.333; number 55, H, carries 0.248; number 56, H, carries -0.049; number 57, H, carries 0.524; number 58, H, carries 0.525; number 59, H, carries 0.312; number 60, H, carries 0.504; number 61, H, carries 0.312; number 62, H, carries 0.289; number 63, H, carries 0.155; number 64, H, carries 0.549; number 65, N, carries 0.049; number 66, C, carries -0.137; number 67, C, carries -0.694; number 68, C, carries -0.644; number 69, C, carries -0.742; number 70, C, carries -0.712; number 71, C, carries 1.136; number 72, S, carries -0.244; number 73, N, carries 0.405; number 74, C, carries 0.537; number 75, C, carries -0.291; number 76, C, carries -0.727; number 77, C, carries -1.504; number 78, C, carries -0.676; number 79, C, carries -0.654; number 80, N, carries 1.527; number 81, H, carries 0.101; number 82, H, carries 0.389; number 83, H, carries 0.403; number 84, H, carries 0.405; number 85, H, carries 0.473; number 86, H, carries 0.557; number 87, H, carries 0.511; number 88, H, carries 0.549; number 89, H, carries -0.032; number 90, C, carries -1.146; number 91, O, carries -0.566; number 92, H, carries 0.305; number 93, H, carries 0.189; number 94, H, carries 0.445